The following is a quantum chemistry calculation of C27H41Cl3N3O3SiTi as an isolated structure, from OMol25.

Geometry (Å):
C1 -1.520 -1.929 -3.688
C2 -0.996 -2.576 -2.457
H1 -1.402 -2.585 -4.553
H2 -1.007 -0.980 -3.887
H3 -2.588 -1.700 -3.574
C3 -0.353 -3.761 -2.466
C4 -0.047 -4.542 -3.694
H4 -0.080 -4.272 -1.545
H5 0.200 -3.897 -4.556
H6 -0.878 -5.207 -3.992
H7 0.815 -5.201 -3.493
Ti1 -0.031 0.865 -0.098
Cl1 -2.255 1.355 -0.202
Cl2 1.304 2.574 -0.873
H8 1.008 4.672 3.922
H9 -1.036 6.138 3.001
C5 1.181 4.456 2.857
C6 -0.728 5.766 2.013
N1 -0.083 4.465 2.126
H10 1.667 3.487 2.751
C7 -0.606 3.361 1.582
O1 -0.019 2.246 1.614
H11 -1.611 5.679 1.371
H12 -1.578 3.453 1.071
H13 1.837 5.248 2.467
H14 -0.035 6.506 1.584
H15 1.464 -1.452 -2.747
H16 2.465 -3.666 -1.417
C8 2.322 -0.947 -2.286
C9 3.229 -2.927 -1.120
N2 2.639 -1.596 -1.013
H17 2.092 0.112 -2.143
C10 2.481 -1.014 0.189
O2 1.921 0.098 0.358
H18 3.652 -3.224 -0.150
H19 2.852 -1.600 1.059
H20 3.183 -1.068 -2.951
H21 4.014 -2.922 -1.890
O3 -0.392 -0.634 -1.168
C11 -1.253 -1.784 -1.177
C12 0.121 -3.100 0.471
C13 -1.127 -2.641 0.082
H22 0.963 -2.855 -0.179
C14 0.267 -3.899 1.608
H23 -2.278 -1.391 -1.215
C15 -2.271 -3.073 0.762
H24 1.271 -4.155 1.954
C16 -0.868 -4.323 2.294
C17 -2.138 -3.936 1.852
H25 -3.247 -2.737 0.422
H26 -0.781 -4.940 3.197
H27 -3.030 -4.278 2.383
Si1 -0.599 3.421 -3.586
Cl3 -0.675 1.308 -3.274
C18 1.237 3.828 -3.666
C19 -1.644 4.197 -2.234
C20 -1.374 3.861 -5.265
H28 1.841 2.904 -3.660
H29 1.555 4.448 -2.814
H30 1.444 4.378 -4.605
H31 -0.718 3.548 -6.085
H32 -1.545 4.940 -5.391
H33 -2.350 3.358 -5.384
H34 -1.679 3.515 -1.377
H35 -2.677 4.355 -2.585
H36 -1.221 5.157 -1.903
N3 -0.383 -0.274 1.638
C21 -0.304 -0.595 2.764
C22 -0.166 -0.905 4.123
C23 -1.283 -0.873 4.977
C24 -1.107 -1.026 6.352
C25 0.175 -1.238 6.876
C26 1.294 -1.275 6.032
C27 1.125 -1.119 4.651
H37 -2.275 -0.698 4.559
H38 -1.966 -0.969 7.026
H39 0.308 -1.370 7.952
H40 2.295 -1.413 6.443
H41 1.987 -1.134 3.982

## Properties
relative energy (zero: lowest compared OMol25 entry of this formula, charge and spin)	0.000	eV
charge	-1
expectation value of S²	2.023
spin multiplicity	3
molar mass	638.0	g/mol

Charges in e, computed with Löwdin, in the same order as the atoms: -0.061 -0.233 0.063 0.000 0.096 -0.126 -0.118 0.094 0.069 0.080 0.065 0.349 0.111 0.153 0.093 0.087 -0.029 -0.053 -0.169 0.092 -0.321 -0.207 0.089 0.089 0.089 0.089 0.083 0.083 -0.021 -0.051 -0.173 0.055 -0.256 -0.167 0.092 0.153 0.088 0.088 -0.436 -0.319 -0.081 -0.191 0.076 -0.077 0.118 -0.021 0.099 -0.102 -0.086 0.112 0.099 0.096 0.193 0.382 -0.292 -0.232 -0.229 0.006 -0.006 0.021 0.017 0.025 0.025 -0.071 0.034 0.029 0.073 -0.121 -0.281 -0.089 -0.145 -0.183 -0.144 -0.089 0.099 0.084 0.068 0.082 0.090

The following is a quantum chemistry calculation of C7H10N3 as an isolated structure, from OMol25.

Geometry (Å):
C1 2.737 -1.119 -1.049
C2 2.367 -0.021 -0.782
C3 -1.875 -1.677 0.508
C4 -0.871 -0.892 0.991
C5 -2.469 -1.163 -0.701
C6 -1.262 0.893 -0.550
C7 2.048 1.173 -0.113
N1 -2.212 0.027 -1.110
N2 -0.676 0.406 0.707
N3 0.565 1.023 1.069
H1 3.176 -2.090 -1.245
H2 -2.045 -2.687 0.857
H3 -0.337 -1.309 1.832
H4 -3.079 -1.649 -1.494
H5 -0.386 1.029 -1.202
H6 -1.719 1.918 -0.426
H7 1.599 1.998 -0.770
H8 2.950 1.690 0.427
H9 1.040 0.507 1.815
H10 0.450 1.945 1.238

## Properties
relative energy (zero: lowest compared OMol25 entry of this formula, charge and spin)	6.529	eV
charge	+1
spin multiplicity	1
molar mass	136.2	g/mol

Charges in e, computed with natural (NBO), in the same order as the atoms: -0.037 -0.151 -0.325 0.024 0.107 -0.080 -0.280 -0.414 -0.230 -0.366 0.272 0.255 0.219 0.237 0.178 0.215 0.249 0.285 0.436 0.407

The following is a quantum chemistry calculation of a 2-piece molecular cluster, C3H2O3 overall, from OMol25.

Geometry (Å):
C1 -0.285 -1.827 -2.454
C2 0.741 -1.011 -2.355
O1 1.599 -0.249 -2.155
H1 -0.527 -2.481 -1.618
H2 -0.740 -1.940 -3.441
O2 3.086 0.793 1.068
C3 2.257 -0.017 1.084
O3 1.391 -0.787 1.148

## Properties
relative energy (zero: lowest compared OMol25 entry of this formula, charge and spin)	0.000	eV
structure (SMILES)	C=C=O.O=C=O
spin multiplicity	1
molar mass	86.0	g/mol

Charges in e, computed with natural (NBO), in the same order as the atoms: -0.795 0.727 -0.467 0.271 0.263 -0.506 1.029 -0.523

The following is a quantum chemistry calculation of one molecule with the formula C6H10, from OMol25.

Geometry (Å):
C1 1.536 -0.242 0.913
C2 0.590 -0.961 -0.030
C3 -0.891 -0.785 -0.025
C4 -1.257 0.610 0.405
C5 -0.388 1.130 -0.860
C6 -0.086 -0.318 -1.221
H1 1.488 -0.665 1.922
H2 1.314 0.824 0.999
H3 2.570 -0.330 0.561
H4 0.853 -2.003 -0.190
H5 -1.587 -1.610 -0.057
H6 -2.351 0.773 0.295
H7 -0.986 0.972 1.398
H8 0.498 1.774 -0.758
H9 -1.278 1.641 -1.160
H10 -0.025 -0.812 -2.192

## Properties
relative energy (zero: lowest compared OMol25 entry of this formula, charge and spin)	2.065	eV
structure (SMILES)	C[C@H]1[C@H]2CC[C@@H]12
spin multiplicity	1
molar mass	82.1	g/mol

Charges in e, computed with natural (NBO), in the same order as the atoms: -0.617 -0.224 -0.223 -0.387 -0.427 -0.236 0.211 0.210 0.212 0.218 0.212 0.199 0.199 0.202 0.233 0.218